Record 1
{"formula": "C25H35F7NO7S", "method": "wB97M-V/def2-TZVPD", "homo_ev": [-8.5, -8.5], "orbital_gap_ev": [7.7, 7.6], "spin_multiplicity": 2, "elements": ["C", "C", "C", "C", "C", "C", "C", "C", "S", "O", "O", "F", "C", "C", "C", "C", "N", "O", "C", "C", "C", "C", "C", "H", "H", "H", "H", "H", "H", "H", "H", "H", "H", "H", "H", "H", "H", "H", "H", "H", "H", "H", "H", "H", "H", "H", "H", "H", "C", "C", "O", "C", "O", "C", "F", "F", "F", "H", "H", "H", "H", "H", "C", "C", "O", "C", "O", "C", "F", "F", "F", "H", "H", "H", "H", "H"], "xyz": [[5.24077, 0.58602, 0.19667], [3.68912, 1.00234, 0.62959], [3.39787, 2.39297, 1.46564], [1.78943, 2.70692, 1.79697], [0.55592, 1.69109, 1.31622], [0.87969, 0.29611, 0.51987], [-0.20656, -0.80163, -0.02596], [-1.52971, -1.00800, 0.91887], [-1.10749, -1.27649, 2.76190], [-1.04070, 0.04022, 3.57136], [-2.21746, -2.15348, 3.46245], [0.35518, -2.22096, 2.92967], [-2.71416, 0.11722, 0.69164], [-3.69908, -0.17499, -0.58515], [-3.93890, 1.29962, -1.33761], [-5.17025, -0.61767, -0.00578], [-3.12760, -1.08541, -1.64749], [-3.96324, -1.18786, -2.72379], [-2.73157, -2.44464, -1.11789], [-1.58716, -3.02970, -2.18857], [-3.96844, -3.56865, -1.18613], [-2.20753, -2.45992, 0.43822], [2.48074, -0.01931, 0.19283], [5.19306, -0.22516, -0.67773], [5.85310, 0.17693, 1.10675], [5.77105, 1.55680, -0.25216], [4.27323, 3.12340, 1.81752], [1.57471, 3.70922, 2.40874], [-0.54516, 1.98182, 1.58532], [-0.49474, -0.51871, -1.13629], [0.35464, -1.85511, -0.05427], [-2.32741, 1.21704, 0.59016], [-3.40136, 0.08932, 1.66732], [-4.34613, 2.02014, -0.49019], [-2.91004, 1.77051, -1.70189], [-4.74669, 1.24557, -2.18667], [-4.99334, -1.51374, 0.74540], [-5.91412, -0.89785, -0.87751], [-5.60478, 0.26954, 0.64434], [-2.09936, -3.65184, -3.06094], [-0.90643, -2.14556, -2.60355], [-0.86304, -3.76268, -1.60961], [-4.79863, -3.37608, -0.38050], [-4.37261, -3.73165, -2.27709], [-3.44732, -4.59673, -0.87492], [-3.16046, -2.73918, 1.10107], [-1.41176, -3.33107, 0.61020], [2.73989, -1.02882, -0.37997], [4.65524, -2.62563, 6.30932], [4.48160, -2.33553, 4.82935], [5.74063, -2.00569, 4.22191], [6.56704, -3.06207, 3.94329], [6.28681, -4.23414, 4.17712], [7.84985, -2.57994, 3.26413], [8.41513, -1.51628, 3.90333], [7.63174, -2.17809, 1.97866], [8.81504, -3.54041, 3.20333], [5.14819, -1.78545, 6.80900], [3.68766, -2.80454, 6.78420], [5.28648, -3.50429, 6.47056], [3.83032, -1.46443, 4.70272], [4.00666, -3.17267, 4.30309], [-2.75518, 5.19771, -6.83236], [-2.68960, 3.89581, -6.05429], [-1.78587, 4.00897, -4.94371], [-2.26635, 4.67051, -3.84460], [-3.39452, 5.14849, -3.76896], [-1.22518, 4.68411, -2.72430], [0.01336, 5.04976, -3.16227], [-1.07624, 3.45767, -2.14537], [-1.53822, 5.54510, -1.71511], [-1.75282, 5.50817, -7.14458], [-3.38587, 5.08749, -7.71768], [-3.16046, 6.00737, -6.21861], [-2.29914, 3.10367, -6.70166], [-3.68153, 3.57441, -5.71359]], "lowdin_spin": [0.000, -0.001, 0.001, -0.001, 0.001, -0.001, 0.003, 0.001, 0.000, 0.000, 0.000, 0.000, -0.002, 0.024, 0.002, 0.019, 0.318, 0.585, 0.022, 0.005, 0.015, 0.000, 0.001, 0.000, 0.000, 0.000, 0.000, 0.000, 0.000, 0.002, 0.000, 0.000, 0.000, 0.000, 0.000, -0.001, 0.000, 0.003, 0.001, 0.000, 0.000, 0.000, 0.001, 0.002, 0.000, 0.000, 0.000, 0.000, 0.000, 0.000, 0.000, 0.000, 0.000, 0.000, 0.000, 0.000, 0.000, 0.000, 0.000, 0.000, 0.000, 0.000, 0.000, 0.000, 0.000, 0.000, 0.000, 0.000, 0.000, 0.000, 0.000, 0.000, 0.000, 0.000, 0.000, 0.000]}

Record 2
{"formula": "C13H20NO2", "method": "wB97M-V/def2-TZVPD", "homo_ev": -12.9, "orbital_gap_ev": 9.7, "total_charge": 1, "de_lowest_kcal_mol": 45.4, "elements": ["C", "C", "O", "C", "O", "C", "N", "C", "C", "C", "C", "C", "C", "C", "C", "C", "H", "H", "H", "H", "H", "H", "H", "H", "H", "H", "H", "H", "H", "H", "H", "H", "H", "H", "H", "H"], "xyz": [[1.34938, -1.64587, -4.92202], [0.19559, -0.74031, -4.52361], [0.48388, -0.29569, -3.13629], [-0.57472, -0.18987, -2.32934], [-1.71805, -0.55889, -2.59626], [-0.24617, 0.52257, -1.02580], [-1.29611, 0.21768, -0.02095], [-1.30738, 0.40840, 1.71611], [-2.06877, -0.90174, 1.87848], [-2.04548, 1.53047, 2.53630], [0.19744, 0.39569, 1.95368], [0.93274, 1.58987, 2.05480], [2.29804, 1.55469, 2.36763], [2.96216, 0.33465, 2.53934], [2.23188, -0.84903, 2.38739], [0.88191, -0.81693, 2.06440], [1.29635, -1.89007, -5.99614], [2.32201, -1.17559, -4.69794], [1.26172, -2.58094, -4.34218], [0.13185, 0.15976, -5.15997], [-0.76095, -1.27929, -4.52563], [0.76060, 0.18005, -0.72059], [-0.21898, 1.61767, -1.22206], [-1.69187, 1.13053, 0.38765], [-2.10976, -0.26199, -0.49142], [-1.68268, -1.66573, 1.17960], [-1.96280, -1.22383, 2.91698], [-3.14084, -0.75944, 1.63891], [-1.87305, 2.56425, 2.20259], [-3.13946, 1.38366, 2.52270], [-1.73856, 1.44886, 3.59826], [0.41179, 2.55295, 1.96316], [2.83554, 2.49883, 2.51191], [4.01611, 0.30438, 2.75689], [2.70288, -1.81690, 2.55719], [0.30379, -1.74284, 1.97624]], "lowdin_charge": [-0.066, -0.169, 0.007, -0.450, 0.093, -0.037, 0.067, -0.321, -0.051, 0.002, -0.223, -0.033, -0.052, -0.048, -0.051, -0.032, 0.091, 0.087, 0.087, 0.135, 0.120, 0.144, 0.159, 0.157, 0.166, 0.099, 0.113, 0.109, 0.092, 0.097, 0.127, 0.118, 0.118, 0.111, 0.117, 0.117]}

Record 3
{"formula": "C14H52FHfN26O16", "method": "wB97M-V/def2-TZVPD", "homo_ev": -9.7, "orbital_gap_ev": 7.3, "total_charge": 1, "elements": ["Hf", "F", "C", "O", "O", "O", "C", "O", "N", "N", "H", "H", "H", "H", "C", "O", "N", "N", "H", "H", "H", "H", "C", "O", "N", "N", "H", "H", "H", "H", "C", "O", "N", "N", "H", "H", "H", "H", "C", "O", "N", "N", "H", "H", "H", "H", "C", "O", "N", "N", "H", "H", "H", "H", "C", "O", "N", "N", "H", "H", "H", "H", "C", "O", "N", "N", "H", "H", "H", "H", "C", "O", "N", "N", "H", "H", "H", "H", "C", "O", "N", "N", "H", "H", "H", "H", "C", "O", "N", "N", "H", "H", "H", "H", "C", "O", "N", "N", "H", "H", "H", "H", "C", "O", "N", "N", "H", "H", "H", "H"], "xyz": [[0.05185, 0.20548, -0.24177], [1.28234, 1.99683, -0.92972], [-1.25896, -1.71934, 1.17220], [-0.19183, -1.31448, 1.62457], [-1.86642, -0.67796, 0.98228], [-0.98688, -1.95881, 0.03773], [2.94265, 0.06934, 1.95162], [2.14457, 0.18997, 1.11218], [3.39385, -1.09046, 2.22701], [3.30744, 1.03715, 2.76364], [3.12097, -1.91681, 1.71440], [4.27050, -1.06045, 2.72770], [2.97932, 1.94931, 2.48004], [3.83316, 0.98952, 3.62471], [4.31914, 1.24292, -2.90543], [3.36779, 0.88329, -3.62737], [4.14151, 1.85457, -1.76009], [5.52410, 0.98292, -3.25260], [5.00573, 2.21720, -1.38362], [3.24004, 2.04012, -1.34415], [6.32151, 0.94168, -2.63409], [5.62470, 0.66692, -4.20660], [-3.86467, 0.46127, 4.20290], [-4.72632, 1.07705, 4.71860], [-3.41303, 0.63365, 2.90266], [-3.12955, -0.44659, 4.80367], [-3.78493, 1.45929, 2.45533], [-2.78226, 0.04191, 2.38106], [-2.28607, -0.88014, 4.45627], [-3.37081, -0.62088, 5.76882], [-2.18768, 2.75241, -1.33170], [-1.51180, 1.84015, -0.98594], [-2.02766, 3.43200, -2.44569], [-3.38897, 3.03426, -0.81085], [-1.38762, 3.13391, -3.16789], [-2.65411, 4.20077, -2.63715], [-3.84527, 3.84373, -1.20666], [-3.85711, 2.56174, -0.05081], [-0.13638, -0.17787, -3.79317], [0.01671, -0.17416, -2.56859], [-1.27391, -0.06112, -4.39591], [0.83388, -0.01801, -4.62971], [-1.29412, 0.11575, -5.39010], [-2.17196, 0.05303, -3.94805], [0.72490, 0.01792, -5.63317], [1.71698, -0.00855, -4.13968], [2.50455, -2.11432, -1.48028], [1.64790, -1.49541, -0.88940], [2.96409, -1.87105, -2.64564], [3.15375, -3.09604, -0.90472], [2.66810, -1.04697, -3.14900], [3.90908, -2.20555, -2.76894], [2.85728, -3.46550, -0.01268], [4.09709, -3.27800, -1.21630], [-4.19817, -3.80703, 0.16622], [-3.55036, -3.97876, 1.15997], [-5.47805, -4.11939, 0.03189], [-3.75690, -3.39163, -0.93950], [-5.77225, -4.53593, 0.90369], [-5.92304, -4.03558, -0.87091], [-4.22813, -3.67047, -1.78820], [-2.78633, -3.11224, -0.93365], [-0.37796, 2.14714, 2.69891], [-0.29254, 1.79618, 1.51682], [-0.94657, 3.18002, 3.25716], [0.09855, 1.28717, 3.56804], [-1.02136, 3.06586, 4.25789], [-1.19284, 4.01479, 2.74471], [0.38526, 0.39318, 3.19563], [0.01302, 1.40540, 4.56745], [-0.61010, -5.91312, 0.25138], [-0.78783, -6.46834, 1.24845], [-1.16952, -6.05466, -0.92756], [0.24479, -4.91411, 0.16918], [-0.63156, -5.74752, -1.72528], [-1.95566, -6.63425, -1.18477], [-0.13275, -4.07644, -0.25018], [0.62515, -4.79233, 1.09687], [-4.24169, -0.12883, -1.65093], [-3.27472, -0.19744, -2.37357], [-4.20396, 0.29535, -0.37802], [-5.45351, -0.35363, -2.10151], [-3.41238, -0.01584, 0.16666], [-5.10476, 0.19480, 0.06756], [-6.14763, -0.88093, -1.59136], [-5.50199, -0.50101, -3.09952], [1.24326, 4.63811, -3.49303], [1.53692, 5.70180, -4.19366], [0.80874, 3.56878, -4.08617], [1.11689, 4.64133, -2.22312], [1.27511, 2.87654, -3.51748], [0.87062, 3.67269, -5.08890], [1.19577, 3.74079, -1.77266], [1.43903, 5.52645, -1.85859], [2.76778, 4.62289, 1.96650], [2.62869, 3.85348, 2.90003], [3.46537, 5.71042, 1.99992], [2.27029, 4.41075, 0.77673], [3.85326, 6.09233, 2.85068], [3.52819, 6.19721, 1.11721], [1.70750, 3.59314, 0.58996], [2.45386, 5.08211, 0.04483], [1.84122, -3.77218, 3.37336], [1.98331, -4.01978, 2.17599], [1.03323, -2.86778, 3.82314], [2.36107, -4.50076, 4.32953], [0.82385, -2.80974, 4.80949], [0.76651, -2.15661, 3.15742], [3.11943, -5.14225, 4.14658], [2.12872, -4.33771, 5.29882]], "lowdin_charge": [2.171, -0.476, -0.825, -0.118, -0.162, -0.076, -0.801, -0.009, 0.226, 0.211, 0.098, 0.129, 0.067, 0.128, -0.735, -0.040, 0.207, 0.186, 0.117, 0.072, 0.126, 0.132, -0.760, 0.073, 0.153, 0.157, 0.088, 0.035, 0.100, 0.114, -0.691, -0.040, 0.202, 0.186, 0.097, 0.121, 0.111, 0.099, -0.686, -0.070, 0.209, 0.206, 0.125, 0.080, 0.139, 0.056, -0.712, -0.039, 0.223, 0.206, 0.069, 0.129, 0.094, 0.120, -0.828, 0.072, 0.157, 0.184, 0.121, 0.103, 0.121, 0.100, -0.686, -0.083, 0.223, 0.206, 0.128, 0.136, 0.092, 0.126, -0.831, 0.114, 0.158, 0.155, 0.103, 0.110, 0.075, 0.060, -0.730, 0.028, 0.173, 0.170, 0.056, 0.114, 0.111, 0.115, -0.741, -0.050, 0.165, 0.180, 0.092, 0.129, 0.060, 0.119, -0.766, 0.018, 0.182, 0.184, 0.133, 0.115, 0.081, 0.092, -0.744, -0.008, 0.186, 0.177, 0.117, 0.067, 0.123, 0.111]}

The records above give, respectively, F_max values of 0.1583; 0.0756; 0.3478 hartree/bohr.